Record 1
The following is a quantum chemistry calculation of a cluster of 5 separate species, C23H53B2N2O18S5 in total at a distorted geometry, from the OMol25 dataset.

Output
gap between HOMO and LUMO	7.64	eV
charge	+1
HOMO energy	-11.97	eV
lowest unoccupied orbital energy	-4.331	eV

Each line ends with the Mulliken charge.
Positions of all 103 atoms, in Å:
S 1.6024 1.0914 8.1736  1.294
S 2.4322 -5.5713 -1.1919  1.256
S -0.3993 9.1736 -1.0872  1.141
S -1.5102 -9.1006 -5.5056  1.210
S 2.3011 -0.7736 0.0605  -0.014
O -0.5234 -8.3732 -6.2389  -0.602
O 1.3324 2.1442 7.2381  -0.639
O -1.5830 -10.5239 -5.5971  -0.635
O -0.6278 9.8667 0.1399  -0.653
O -1.8745 0.9756 -2.3304  -0.529
O 2.5154 -5.1761 0.3469  -0.254
O -2.6239 3.2661 -0.7614  -0.276
O -3.8534 0.2054 -3.4291  -0.416
O 2.2745 -6.9880 -1.2981  -0.626
O 0.7697 0.4502 2.2590  -0.408
O 0.2857 0.8033 9.0131  -0.284
O -2.3360 -1.3773 -2.5372  -0.436
O -1.4258 -8.6897 -3.9717  -0.261
O 1.1249 8.7212 -1.1453  -0.280
O 3.4711 -4.9001 -1.9055  -0.633
O -1.2288 8.0660 -1.4549  -0.497
O 0.7682 -1.8210 -2.7843  -0.374
O 2.1571 -0.1469 7.7270  -0.615
N -1.0263 1.2080 1.1129  -1.156
N -1.6160 1.3007 -0.0869  1.055
C 1.6510 7.9824 -0.0265  -0.558
C -1.1491 0.7905 -1.2059  -0.286
C 4.8951 -5.3388 0.9519  -0.952
C 0.7330 0.0335 -0.0621  0.726
C 1.2224 6.5275 -0.0413  -0.769
C -0.3427 10.3190 -2.4197  -0.984
C -3.6602 3.6844 -1.6790  -0.192
C -3.3415 5.7500 -3.1673  -1.235
C -3.0947 -8.4075 -5.8346  -0.932
C 0.9009 -4.7787 -1.5386  -0.692
C 2.5750 1.7193 9.4968  -1.004
C 1.5081 0.5180 -3.5277  -1.001
C -0.4052 -9.3192 -3.1624  -0.435
C 0.8909 1.6562 3.0416  -0.231
C 0.0876 0.1206 -1.2466  0.634
C 0.9720 -8.7355 -3.3991  -0.846
C -0.9811 -0.8770 7.7429  -0.977
C 0.1210 0.5805 1.0997  -0.161
C -3.6444 5.2119 -1.7606  -0.351
C -2.8764 2.0828 -0.0905  -0.622
C 3.4893 -5.8639 1.1639  -0.376
C 1.5487 2.8188 2.2966  -1.098
C -0.9339 0.5352 8.2928  -0.331
B -2.7177 -0.0766 -2.7378  0.562
B 0.7990 -0.4790 -2.5480  0.317
H 1.4405 6.0737 -1.0086  0.282
H 3.5695 1.9132 9.1018  0.374
H 3.4328 -6.9374 0.9798  0.349
H 0.9522 -7.6540 -3.3080  0.109
H 2.4373 3.1434 2.8233  0.450
H 5.5737 -5.7844 1.6787  0.401
H 3.1769 -5.6930 2.1920  0.283
H -1.3547 10.6879 -2.5697  0.372
H 0.3230 11.1342 -2.1517  0.351
H -3.6496 5.0748 -3.9541  0.439
H 0.8934 3.6791 2.2675  0.309
H 1.3328 -8.9741 -4.3996  0.376
H 0.0065 9.8040 -3.3104  0.321
H 0.7098 -4.8903 -2.6036  0.367
H -3.6928 1.5010 -0.5108  0.327
H 0.1512 6.4286 0.1344  0.273
H -3.2905 -8.5427 -6.8956  0.374
H 2.6211 0.9695 10.2815  0.335
H -2.9232 -1.8183 -1.9174  0.283
H -0.7674 -1.6014 8.5278  0.277
H -3.3872 3.3034 -2.6593  0.091
H 1.3676 8.4715 0.9064  0.355
H -0.0568 1.9753 3.4532  0.282
H -0.4146 -10.3968 -3.3309  0.357
H 2.1236 2.6385 9.8587  0.320
H 2.0126 -0.0422 -4.3052  0.284
H 1.5126 1.4115 3.8894  0.315
H -4.6352 3.3095 -1.3814  0.388
H 1.6789 -9.1361 -2.6766  0.398
H -2.2821 5.9679 -3.2177  0.250
H -1.7345 0.6817 9.0146  0.278
H 1.8767 2.5596 1.2950  0.305
H -0.2421 -1.0206 6.9552  0.278
H -3.1234 2.3020 0.9420  0.407
H 2.2052 1.1749 -3.0184  0.362
H -1.9680 -1.0837 7.3281  0.387
H -3.8317 6.7099 -3.2665  0.348
H 1.7500 5.9768 0.7384  0.320
H 0.2761 -1.9572 -3.6032  0.249
H 0.1157 -5.2597 -0.9609  0.439
H 4.9200 -4.2544 1.0608  0.209
H 0.9902 -3.7280 -1.2844  -0.069
H -4.5713 5.6032 -1.3553  0.402
H -4.4459 0.7769 -2.9337  0.312
H -0.7107 -9.1499 -2.1313  0.267
H 2.7328 8.0530 -0.1155  0.312
H 5.2607 -5.5767 -0.0460  0.285
H -3.8375 -8.9331 -5.2414  0.314
H 0.7511 1.1382 -4.0113  0.369
H -2.8509 5.5504 -1.1060  0.136
H 3.0614 0.2078 -0.4541  0.212
H -1.0670 1.2768 7.5034  0.311
H -3.0722 -7.3497 -5.5879  0.299

Forces on atoms 1 to 3 (eV/Å):
S 0.0 0.1 0.6
S -0.3 0.3 0.3
S 0.3 0.2 -0.3

=====

Record 2
The following is a quantum chemistry calculation of a cluster of 2 separate species, CH5NO2P in total at a distorted geometry, from the OMol25 dataset.

Output
gap between HOMO and LUMO (spin up / spin down)	7.69 / 6.42	eV
charge	-1
HOMO energy (spin up / spin down)	-3.65 / -2.46	eV
lowest unoccupied orbital energy (spin up / spin down)	4.040 / 3.961	eV
relative energy (zero: lowest compared OMol25 entry of this formula, charge and spin)	3.207	eV

Each line ends with the natural charge from an NBO analysis.
Positions of all 10 atoms, in Å:
P -0.0334 1.1288 0.5497  2.147
O 0.6464 2.3001 -0.0472  -1.139
O -1.1537 1.4541 1.4860  -1.137
N 1.1122 0.1805 1.3346  -1.245
C -0.8437 -1.1307 -1.4514  -0.915
H 0.8192 -0.4956 2.0625  0.389
H 0.0942 -1.6290 -1.7513  0.169
H -1.1910 -0.5117 -2.4420  0.169
H -1.5092 -1.3617 -0.7006  0.172
H 2.0590 0.0652 0.9597  0.391

Forces on atoms 1 to 3 (eV/Å):
P -0.4 0.7 0.7
O 0.7 -0.2 -1.3
O -0.3 -1.3 -0.3

=====

Record 3
The following is a quantum chemistry calculation of a structure of composition C4H12N3S at a distorted geometry, from the OMol25 dataset.

Output
gap between HOMO and LUMO	4.68	eV
charge	-1
HOMO energy	-3.01	eV
lowest unoccupied orbital energy	1.675	eV
relative energy (zero: lowest compared OMol25 entry of this formula, charge and spin)	13.113	eV

Each line ends with the natural charge from an NBO analysis.
Positions of all 20 atoms, in Å:
S -1.6645 1.0929 -1.2445  -0.469
N -0.5748 -2.8872 -0.2160  -0.895
N 2.0163 2.2293 1.8717  -0.823
N 1.9522 -0.1253 1.1786  -0.525
C -0.7108 -1.4796 -0.2052  -0.090
C 0.6601 -0.7931 -0.0246  -0.557
C -1.5681 -0.7951 -1.2271  -0.498
C 1.5912 1.2127 0.8171  -0.007
H -0.2188 1.8396 1.1218  0.219
H 1.9436 1.5168 -0.1452  0.177
H 0.8998 -0.0617 -0.8943  0.248
H -1.4552 -1.2046 0.6641  0.157
H 2.8807 1.8135 2.1192  0.347
H -1.2765 -3.3003 0.3777  0.304
H -2.6252 -1.0384 -1.3116  0.217
H -1.0766 -1.0901 -2.1481  0.191
H 0.4081 1.3648 0.6856  0.037
H 0.7082 -0.6042 1.1057  0.352
H 1.5934 1.6278 2.6728  0.339
H 1.2610 -1.7371 -0.3367  0.275

Forces on atoms 1 to 3 (eV/Å):
S 0.5 -1.0 0.7
N 0.4 1.2 -1.1
N -2.3 -3.1 1.0

=====

Question: Number 2 is which compound?
Answer: CH5NO2P